8 unconnected molecules or ions with the total composition C22H48O14S5 at a distorted geometry. Source: the OMol25 dataset; level of theory: wB97M-V/def2-TZVPD.

Output
**F_max**: 3.28 eV Å⁻¹
**Energy relative to the best compared isomer or geometry (same formula, charge and spin)**: 31.4 kcal/mol
**Frontier orbital gap**: 8.528 eV
**LUMO level**: 0.0 eV

The geometry in ORCA input format:
```
! RIJCOSX wB97M-V def2-TZVPD def2/J DEFGRID3
* xyz 0 1
C -0.03969 -0.75055 -1.85698
C 0.61909 -0.47697 -0.51296
C 2.05868 -0.94807 -0.43796
O 2.79013 0.30716 -0.22518
C 1.91848 1.35644 -0.12696
O 2.30842 2.40731 0.25946
O 0.66222 0.92377 -0.21660
H -0.34442 -1.79751 -1.86618
H 0.62703 -0.53356 -2.69326
H -0.93615 -0.15359 -2.02577
H -0.05727 -0.95756 0.20245
H 2.35994 -1.25508 -1.44452
H 2.28292 -1.72147 0.28014
C 1.93741 6.45412 0.82493
C 3.23935 6.19676 1.51980
C 3.83279 4.82218 1.18093
O 5.24916 5.12372 1.10696
C 5.42821 6.44828 0.93747
O 6.44359 6.95614 0.72407
O 4.23332 7.08057 0.95117
H 1.70136 7.47880 0.50814
H 1.11239 6.18412 1.48434
H 1.92372 5.99475 -0.16695
H 3.18542 6.31873 2.60551
H 3.54921 4.50197 0.18256
H 3.62073 4.07754 1.93840
C 0.58935 -6.08137 3.60411
C 0.18128 -4.76884 2.99314
C 1.26983 -3.75725 2.73045
O 0.92342 -3.27486 1.42387
C 0.04888 -4.07945 0.82624
O -0.29620 -3.98714 -0.28528
O -0.41683 -5.00429 1.66742
H -0.08358 -6.92683 3.49764
H 0.86217 -5.90494 4.64502
H 1.47223 -6.44207 3.05297
H -0.70410 -4.37259 3.50143
H 2.27549 -4.17851 2.70212
H 1.26704 -2.89163 3.38749
C -0.96321 3.58920 -3.72521
S -1.93601 4.06206 -2.25692
O -2.53557 2.78238 -1.81021
C -0.53547 4.40917 -1.17488
H 0.06992 3.92750 -3.79297
H -1.46093 3.97558 -4.61752
H -1.01721 2.50545 -3.73715
H -0.07318 5.38293 -1.38187
H 0.28442 3.70536 -1.07470
H -1.01665 4.58704 -0.20621
C 1.72842 1.50168 3.57201
S 0.58730 0.53982 4.59787
O 0.17732 -0.65243 3.78369
C -0.92896 1.54028 4.57150
H 1.84312 2.50603 3.97402
H 1.29971 1.56598 2.57327
H 2.65185 0.93593 3.60147
H -1.18314 1.59399 3.52236
H -0.73845 2.43951 5.15385
H -1.59657 0.91967 5.16244
C 0.62896 -3.75148 -3.70627
S -0.17346 -2.95740 -5.17186
O -0.01921 -1.51090 -4.85972
C 1.21480 -3.37633 -6.26990
H 1.19798 -2.86561 -3.40760
H 1.41274 -4.45223 -3.98462
H -0.01465 -4.18396 -2.95192
H 1.66491 -4.32970 -6.00944
H 1.88249 -2.51886 -6.27526
H 0.89848 -3.56993 -7.30120
C -3.65287 -3.15287 -3.90399
S -4.79408 -2.58041 -2.62073
O -5.63493 -3.74041 -2.25511
C -3.59874 -2.35509 -1.30191
H -4.26518 -3.45584 -4.74950
H -3.06784 -4.02811 -3.60744
H -2.93778 -2.37470 -4.17633
H -3.16049 -3.27491 -0.91487
H -4.15838 -1.82979 -0.52525
H -2.77902 -1.71652 -1.64065
C -2.48293 0.47540 1.29306
S -3.90520 0.47362 2.38320
O -5.06939 0.19251 1.51541
C -3.57460 -1.02624 3.34865
H -1.46548 0.32316 1.64099
H -2.57230 1.40848 0.73235
H -2.72059 -0.24459 0.49954
H -3.76251 -1.84897 2.66497
H -4.27301 -0.97467 4.18029
H -2.56945 -0.93898 3.76068
*
```